ORCA calculation (ωB97M-V/def2-TZVPD) on a molecular structure, C28H21F5IrN2O7S at a distorted geometry.

As for the LUMO energy: 1.59 eV. Its total energy is -73951.06379 eV. As for the net charge: -1. The value obtained for the relative energy (zero: lowest compared OMol25 entry of this formula, charge and spin) is 2.288 eV. For the HOMO energy, the calculation gives -5.59 eV.

CARTESIAN COORDINATES (ANGSTROEM)
Ir 1.076 0.692 0.157
N 2.317 2.648 0.933
C 1.823 3.968 0.780
C 2.708 4.993 0.463
C 2.292 6.308 0.392
C 0.960 6.608 0.617
C 0.061 5.592 0.877
C 0.462 4.255 0.970
C -0.586 3.236 1.152
C -1.722 3.572 1.898
C -2.867 2.803 1.855
C -2.914 1.688 1.034
C -1.777 1.298 0.349
C -0.575 2.003 0.469
H 3.199 2.505 0.447
H 2.425 2.419 1.915
H 3.745 4.748 0.291
H 3.002 7.089 0.166
H 0.616 7.631 0.567
H -0.985 5.841 0.983
H -1.710 4.462 2.510
H -3.737 3.083 2.430
H -3.827 1.121 0.922
H -1.827 0.425 -0.284
C 0.887 -5.123 -3.455
C 1.427 -3.749 -3.197
C 0.651 -2.629 -3.473
C 1.101 -1.362 -3.146
C 2.334 -1.213 -2.545
C 3.131 -2.310 -2.285
C 2.679 -3.575 -2.618
S 2.845 0.403 -1.978
O 3.971 0.830 -2.776
O 1.678 1.304 -2.067
O 3.195 0.256 -0.533
H 0.121 -5.100 -4.226
H 0.436 -5.499 -2.537
H 1.672 -5.816 -3.752
H -0.336 -2.754 -3.899
H 0.489 -0.488 -3.306
H 4.084 -2.165 -1.799
H 3.282 -4.441 -2.384
O 0.513 -3.338 -0.337
C -0.198 -2.351 -0.298
O 0.049 -1.157 -0.603
C -1.670 -2.578 0.095
C -2.253 -1.857 1.129
C -3.572 -2.085 1.462
C -4.312 -3.031 0.747
C -3.719 -3.760 -0.288
C -2.398 -3.533 -0.606
N -5.672 -3.251 1.063
O -6.181 -2.579 1.966
O -6.295 -4.099 0.414
H -1.672 -1.128 1.670
H -4.044 -1.542 2.267
H -4.307 -4.489 -0.824
H -1.923 -4.088 -1.400
F 0.851 -1.537 2.303
C 1.018 -0.170 2.320
F -0.086 0.272 3.052
C 2.213 0.095 3.251
F 2.297 -0.715 4.318
F 2.157 1.350 3.752
F 3.397 0.016 2.632